A structure of composition C32H46B2Cl4F2HgN4O22S2 at a distorted geometry. Source: the OMol25 dataset; level of theory: wB97M-V/def2-TZVPD.

CARTESIAN COORDINATES (ANGSTROEM)
Hg1 -2.759 3.293 0.549
C1 5.700 -4.473 0.241
C2 4.834 -5.705 0.519
C3 3.351 -5.470 0.751
C4 2.683 -5.020 -0.541
N1 1.208 -4.784 -0.435
C5 0.476 -6.065 -0.182
C6 0.144 -6.659 -1.546
C7 0.574 -5.603 -2.568
C8 0.652 -4.329 -1.781
C9 0.905 -3.780 0.655
C10 1.534 -2.441 0.415
C11 1.071 -1.453 1.475
H1 5.586 -3.760 1.056
H2 5.415 -3.976 -0.686
H3 6.708 -4.850 0.079
H4 5.268 -6.261 1.354
H5 4.917 -6.402 -0.328
H6 3.208 -4.713 1.530
H7 2.833 -6.349 1.138
H8 2.869 -5.804 -1.277
H9 3.081 -4.091 -0.952
H10 -0.351 -5.858 0.491
H11 1.083 -6.794 0.356
H12 -0.918 -6.915 -1.564
H13 0.605 -7.612 -1.809
H14 -0.151 -5.612 -3.380
H15 1.548 -5.865 -2.975
H16 -0.317 -3.867 -1.594
H17 1.298 -3.554 -2.187
H18 1.218 -4.317 1.548
H19 -0.185 -3.728 0.654
H20 1.205 -2.063 -0.557
H21 2.620 -2.530 0.339
H22 -0.002 -1.258 1.456
H23 1.613 -0.514 1.383
H24 1.236 -1.853 2.482
O1 -2.560 -3.912 5.211
C12 -3.082 -2.942 4.867
O2 -2.595 -1.717 4.901
B1 -3.552 -0.802 4.257
O3 -4.732 -1.605 3.939
C13 -4.465 -2.874 4.201
O4 -5.138 -3.805 3.940
O5 -2.956 -0.134 3.092
C14 -3.035 1.127 3.230
O6 -2.774 1.931 2.398
C15 -3.691 1.430 4.602
O7 -3.940 0.297 5.180
O8 -3.958 2.523 4.967
O9 -2.206 -2.602 -6.043
C16 -1.895 -2.083 -5.036
O10 -2.716 -1.667 -4.090
B2 -1.940 -1.145 -2.968
O11 -0.540 -1.250 -3.370
C17 -0.452 -1.837 -4.564
O12 0.546 -2.144 -5.093
O13 -2.128 -1.872 -1.681
C18 -2.432 -1.000 -0.724
O14 -2.563 -1.209 0.445
C19 -2.563 0.389 -1.396
O15 -2.369 0.246 -2.668
O16 -2.799 1.415 -0.839
N2 -0.557 3.601 0.322
S1 0.583 2.521 0.193
O17 1.626 2.438 1.162
O18 0.853 2.033 -1.129
F1 -0.361 1.321 0.714
S2 0.478 4.960 0.340
O19 1.575 4.991 -0.561
O20 0.629 5.529 1.626
F2 -0.557 5.962 -0.328
N3 3.039 -0.257 -1.394
C20 3.467 -1.235 -2.250
C21 4.680 -1.706 -1.798
C22 5.019 -0.927 -0.658
C23 4.016 -0.015 -0.451
H25 2.125 0.162 -1.432
H26 2.905 -1.534 -3.115
H27 5.318 -2.458 -2.229
H28 5.953 -0.907 -0.116
H29 3.917 0.820 0.223
N4 0.155 4.003 -3.170
C24 -1.037 3.423 -3.510
C25 -1.875 4.450 -3.885
C26 -1.129 5.663 -3.888
C27 0.133 5.336 -3.446
H30 0.946 3.499 -2.806
H31 -1.217 2.366 -3.435
H32 -2.899 4.364 -4.216
H33 -1.473 6.637 -4.186
H34 0.979 5.970 -3.244
C28 4.462 3.830 3.198
Cl1 5.233 2.248 2.960
Cl2 3.835 4.394 1.658
Cl3 3.148 3.697 4.359
Cl4 5.692 4.948 3.821
C29 -5.041 6.132 -0.614
C30 -4.143 5.577 -1.694
O21 -3.080 4.766 -1.164
H35 -5.686 5.344 -0.231
H36 -5.671 6.893 -1.071
H37 -4.423 6.615 0.140
H38 -3.714 6.350 -2.337
H39 -4.712 4.970 -2.410
H40 -2.383 4.622 -1.857
C31 -1.590 4.611 3.946
C32 -2.944 5.082 3.453
O22 -3.047 5.094 1.989
H41 -1.644 4.293 4.988
H42 -0.828 5.394 3.935
H43 -1.199 3.794 3.338
H44 -3.071 6.110 3.810
H45 -3.753 4.495 3.876
H46 -2.957 6.009 1.707

Cartesian forces, eV/Å:
-0.3 -0.4 0.3
-0.7 -0.6 -0.3
0.2 -0.7 -0.4
-0.3 0.9 0.3
0.3 -0.1 -0.2
-0.2 0.0 -0.3
0.5 -1.1 0.4
-0.7 -0.3 -0.2
-0.5 -0.6 -0.3
0.2 0.4 0.2
-0.4 -0.9 -0.4
-0.3 0.3 -0.2
0.2 -0.2 0.7
0.5 0.1 0.0
-0.1 0.0 0.1
0.2 0.4 0.4
-0.2 0.1 0.1
0.1 0.1 0.0
0.2 0.1 -0.1
0.3 -0.2 -0.1
-0.3 0.0 -0.1
0.3 -0.1 0.2
-0.4 0.1 -0.4
0.3 0.5 0.2
-0.1 0.5 -0.3
0.4 0.1 0.6
0.2 0.5 -0.1
0.0 0.1 -0.2
-0.1 -0.1 0.1
0.1 -0.1 -0.1
0.0 0.5 0.3
0.0 0.2 0.2
0.0 -0.1 0.0
0.0 0.2 0.3
0.0 0.0 -0.4
-0.1 0.0 0.1
0.3 0.1 -0.1
2.0 -3.4 1.4
-1.8 2.5 -1.3
0.1 1.0 -0.2
-0.2 -0.9 1.3
0.2 0.6 -0.4
0.5 0.5 0.1
-0.9 -1.0 -0.2
0.3 -0.9 -0.4
-1.3 -1.4 1.7
0.8 2.6 -2.1
0.3 -0.4 -0.6
0.1 -0.3 -0.1
-0.3 1.4 0.6
-0.4 -0.7 -1.6
0.3 0.1 0.6
-0.2 0.2 0.8
-0.2 -0.5 -0.2
0.1 0.4 0.4
-1.5 0.6 1.1
1.8 -0.6 -1.1
-0.1 0.4 0.1
0.1 -0.2 0.2
0.1 -0.1 -0.4
0.4 -1.6 -0.6
0.3 0.3 -0.1
-0.6 1.8 0.8
3.7 2.7 -0.4
-0.7 -6.6 0.4
0.0 1.4 -0.3
0.3 1.0 -0.2
-0.2 0.3 -0.1
-2.4 3.4 0.3
0.1 -1.3 -0.2
0.1 -0.7 0.5
-0.2 -0.5 -0.1
0.6 0.0 -0.3
0.1 -0.6 0.3
-0.1 0.4 0.1
0.3 0.6 0.2
-0.7 -0.2 -0.3
0.1 0.4 0.0
-0.3 0.0 -0.1
-0.1 0.0 -0.3
-0.1 -0.2 0.0
0.0 -0.1 0.2
0.1 -0.2 -0.6
-0.1 0.6 0.6
-0.3 0.1 -0.6
0.3 -0.4 0.3
-0.3 0.3 0.2
0.0 0.0 0.0
0.1 -0.1 0.1
0.1 -0.2 -0.1
0.0 0.1 0.0
0.1 -0.1 0.0
0.2 -0.1 -0.1
-0.1 0.0 0.0
0.2 0.2 0.0
-0.1 -0.1 0.1
-0.1 0.0 -0.1
0.4 -0.1 -0.6
-0.3 -0.3 -1.1
0.3 0.1 0.1
0.1 0.1 0.4
-0.1 0.0 0.1
-0.2 0.0 0.3
0.3 0.2 0.5
-0.1 -0.1 0.3
-0.5 0.1 0.1
0.5 0.0 -0.1
0.4 0.4 0.7
-0.2 0.2 0.6
-0.3 -0.2 -0.1
-0.2 0.1 -0.3
-0.1 -0.1 0.1
-0.2 0.0 -0.3
0.0 -0.2 -0.4
0.1 -0.2 -0.3

Results
LUMO level, eV: -1.680

Atomic partial charges in e from the Löwdin method, atoms 1 to 5: atom 1 (Hg): 1.28, atom 2 (C): -0.08, atom 3 (C): -0.25, atom 4 (C): -0.18, atom 5 (C): -0.11


A structure of composition C32H46MgN8S. Source: the OMol25 dataset; level of theory: wB97M-V/def2-TZVPD.

CARTESIAN COORDINATES (ANGSTROEM)
Mg1 0.057 0.140 -0.160
C1 -2.390 -1.836 0.262
C2 -1.885 -2.450 -1.027
N1 -1.259 -1.448 -1.883
C3 -2.197 -0.483 -2.506
C4 -1.957 0.950 -2.078
C5 -2.161 2.000 -2.939
C6 -2.145 3.305 -2.335
C7 -1.643 3.493 -1.100
C8 -0.940 2.352 -0.417
C9 -1.107 2.386 1.129
N2 -0.311 1.284 1.728
C10 -0.928 0.508 2.786
C11 -1.910 -0.483 2.190
N3 -1.318 -1.310 1.121
N4 -1.615 1.084 -0.797
H1 -3.016 -2.559 0.800
H2 -3.018 -0.981 0.007
H3 -2.737 -2.944 -1.519
H4 -1.145 -3.229 -0.814
H5 -0.740 -1.924 -2.608
H6 -3.222 -0.772 -2.246
H7 -2.120 -0.550 -3.595
H8 -2.515 1.839 -3.949
H9 -2.601 4.138 -2.862
H10 -1.721 4.460 -0.616
H11 -2.155 2.231 1.395
H12 -0.788 3.347 1.544
H13 0.601 1.626 1.998
H14 -1.459 1.121 3.527
H15 -0.135 -0.026 3.315
H16 -2.725 0.073 1.726
H17 -2.347 -1.102 2.983
H18 -0.799 -2.086 1.522
C12 2.496 2.883 0.442
C13 1.503 3.139 -0.710
C14 1.033 4.594 -0.557
C15 2.298 3.083 -2.026
N5 0.486 2.095 -0.729
H19 3.398 3.503 0.373
H20 2.795 1.834 0.452
H21 2.029 3.104 1.408
H22 1.905 5.245 -0.434
H23 0.403 4.722 0.323
H24 0.474 4.933 -1.427
H25 3.065 3.863 -2.088
H26 1.611 3.186 -2.868
H27 2.814 2.119 -2.126
C16 5.952 0.764 0.521
C17 4.868 0.321 1.441
C18 4.610 0.589 2.767
C19 3.390 -0.068 3.049
N6 2.934 -0.687 1.972
N7 3.847 -0.451 1.019
C20 2.648 -0.122 4.342
H28 6.705 1.324 1.072
H29 5.553 1.415 -0.262
H30 6.442 -0.084 0.039
H31 5.213 1.181 3.436
H32 3.635 -0.756 0.084
H33 3.298 -0.433 5.161
H34 1.829 -0.836 4.272
H35 2.236 0.855 4.606
N8 1.813 -0.591 -1.133
S1 2.099 -1.597 -2.317
C21 1.549 -0.897 -3.870
C22 1.831 -1.579 -5.050
C23 1.395 -1.050 -6.251
C24 0.685 0.147 -6.265
C25 0.403 0.807 -5.081
C26 0.826 0.283 -3.861
C27 3.862 -1.548 -2.607
C28 4.621 -2.614 -2.150
C29 6.006 -2.551 -2.251
C30 6.609 -1.429 -2.797
C31 5.838 -0.362 -3.248
C32 4.459 -0.417 -3.157
H36 2.134 0.356 -1.371
H37 2.398 -2.503 -5.032
H38 1.611 -1.567 -7.177
H39 0.344 0.558 -7.207
H40 -0.167 1.726 -5.070
H41 0.576 0.816 -2.940
H42 4.138 -3.480 -1.715
H43 6.609 -3.378 -1.900
H44 7.687 -1.383 -2.875
H45 6.315 0.512 -3.672
H46 3.847 0.403 -3.513

Cartesian forces, eV/Å:
-0.1 -0.3 0.0
0.0 0.0 0.1
0.0 -0.1 0.0
0.1 0.2 0.0
-0.1 -0.2 -0.1
0.0 0.1 0.0
0.0 -0.1 0.0
0.0 0.1 0.0
-0.1 0.0 0.0
0.1 -0.2 0.1
0.0 0.0 0.2
0.1 0.1 -0.2
0.1 0.0 0.1
-0.1 -0.1 0.0
0.1 0.1 -0.2
0.1 0.1 0.1
0.0 0.0 0.0
0.0 0.0 0.0
0.0 0.0 0.0
0.0 0.0 0.0
0.0 0.0 -0.1
0.0 0.0 0.0
0.0 0.0 0.0
0.0 0.0 0.0
0.0 0.0 0.0
0.0 0.0 0.0
0.0 0.1 0.0
0.0 0.0 0.0
0.0 0.0 0.0
0.0 0.0 0.0
0.0 0.0 0.0
0.0 0.0 0.0
0.0 0.0 0.0
0.0 0.0 0.1
0.0 0.0 0.1
0.0 -0.1 0.1
-0.1 0.0 0.0
0.1 -0.1 -0.1
-0.2 0.2 -0.4
0.0 0.0 0.0
0.0 -0.1 0.0
0.0 0.0 0.0
0.0 0.0 0.0
0.0 0.0 0.0
0.0 0.0 0.0
0.0 0.0 0.0
0.0 0.0 0.0
0.0 0.0 0.0
0.1 0.0 0.0
-0.1 0.0 0.1
0.0 0.0 -0.1
0.1 0.1 0.0
-0.3 -0.1 0.2
0.1 0.0 0.1
0.0 0.0 0.1
0.0 0.0 0.0
0.0 0.0 0.0
0.0 0.0 0.0
0.0 0.0 0.0
-0.1 0.0 -0.1
0.0 0.0 0.0
0.0 0.0 0.0
0.0 0.0 0.0
0.2 0.1 0.0
-0.1 -0.2 0.0
-0.1 0.1 0.0
0.0 -0.1 0.0
0.0 0.0 0.0
0.0 0.0 0.0
0.0 -0.1 0.1
0.0 0.1 0.0
0.1 0.0 0.0
0.0 0.0 0.0
0.0 0.0 0.0
0.0 0.0 0.0
0.0 0.0 0.0
0.0 -0.1 0.0
-0.1 -0.1 0.0
0.0 0.0 0.0
0.0 0.0 0.0
0.0 0.0 0.0
0.0 0.0 0.0
0.1 0.0 0.0
0.0 0.0 0.0
0.0 0.0 0.0
0.0 0.0 0.0
0.0 0.0 0.0
0.0 0.0 0.0

Results
LUMO level, eV: 0.250
Energy above the lowest of the compared OMol25 structures with the same formula, charge and spin, eV: 0.338

Atomic partial charges in e from the Löwdin method, atoms 1 to 5: atom 1 (Mg): 0.60, atom 2 (C): -0.22, atom 3 (C): -0.22, atom 4 (N): -0.07, atom 5 (C): -0.13